# 1
Density functional theory data (ωB97M-V/def2-TZVPD) for the ion C5H8NO with charge +1.

Each line ends with the Löwdin charge.
CARTESIAN COORDINATES (ANGSTROEM)
1 C 0.3950 0.3370 0.6477  -0.01
2 C 0.7850 -0.8831 0.1641  -0.06
3 C -0.7372 1.0313 0.0332  -0.22
4 C 1.8840 -1.7601 0.6384  -0.04
5 C -1.4363 0.8394 -1.2485  0.01
6 N -1.3580 1.9123 0.6995  0.07
7 O -2.1844 2.3809 1.3024  0.33
8 H 0.6639 0.8996 1.5896  0.15
9 H 0.4366 -1.2464 -0.8345  0.14
10 H 2.6443 -1.5275 -0.0893  0.11
11 H 2.2833 -1.5646 1.6296  0.10
12 H 1.6083 -2.6996 0.5925  0.03
13 H -1.5699 -0.2588 -1.6247  0.15
14 H -2.4186 1.2067 -1.2656  0.07
15 H -0.9961 1.3328 -2.2345  0.16

Calculated values
Gap between HOMO and LUMO, hartree: 0.2871
Charge: +1
ΔE to the lowest compared entry with this formula, charge and spin, kJ/mol: 455.42
HOMO energy, eV: -14.287
SMILES: C/C=C/C(C)=[N+]=O

---

# 2
Density functional theory data (ωB97M-V/def2-TZVPD) for a cluster of 2 separate species, C10H17FN2P in total.

Each line ends with the Löwdin charge.
CARTESIAN COORDINATES (ANGSTROEM)
1 C 0.9878 1.6941 -3.3285  -0.09
2 C -0.1367 0.8890 -3.1616  -0.03
3 C 1.7480 2.0888 -2.2741  -0.06
4 C -0.4109 0.2432 -1.9022  -0.10
5 C 1.4270 1.4705 -1.0229  -0.09
6 C 0.3692 0.6060 -0.8473  -0.34
7 C 0.6656 -3.0433 -0.5442  -0.20
8 C -1.4890 -3.9332 -0.7412  -0.16
9 C 0.1004 2.4475 2.8652  -0.05
10 C -1.6800 2.4136 1.0063  -0.04
11 N -0.6569 -2.7885 -0.7986  -0.11
12 N -0.4472 1.8379 1.6576  -0.33
13 F 1.3591 0.0400 1.6952  -0.26
14 P -0.1334 0.2670 1.0642  1.14
15 H 1.2036 2.3159 -4.2443  0.14
16 H -0.6022 0.4640 -4.0437  0.11
17 H 2.6456 2.7377 -2.2903  0.13
18 H -1.1519 -0.5143 -2.0109  0.09
19 H 1.9940 1.7527 -0.0875  0.12
20 H 0.8647 -3.4425 0.4833  0.11
21 H 0.9940 -3.8008 -1.2693  0.10
22 H 1.1558 -2.0477 -0.6523  0.06
23 H -1.1854 -4.6349 0.0994  0.10
24 H -2.5183 -3.6092 -0.4970  0.08
25 H -1.4223 -4.4707 -1.7065  0.10
26 H -0.5999 3.0771 3.3487  0.08
27 H 0.7174 1.6894 3.4473  0.12
28 H 0.7723 3.2416 2.4815  0.12
29 H -2.6258 2.3006 1.4542  0.09
30 H -1.4810 3.4134 0.6200  0.11
31 H -1.5696 1.7936 0.0508  0.07

Calculated values
Gap between HOMO and LUMO (alpha / beta), hartree: 0.1903 / 0.3269
Charge: +1
ΔE to the lowest compared entry with this formula, charge and spin, kJ/mol: 161.85
HOMO energy (alpha / beta), eV: -11.972 / -12.355

---

# 3
Density functional theory data (ωB97M-V/def2-TZVPD) for an isolated molecule of C9H9N5O.

Each line ends with the Löwdin charge.
CARTESIAN COORDINATES (ANGSTROEM)
1 C 3.1306 -0.3909 -1.4608  -0.10
2 C 2.2772 -0.7186 -2.4876  -0.08
3 C 2.6025 0.0215 -0.2051  -0.02
4 C 0.8630 -0.7379 -2.2688  0.00
5 C 1.2044 0.0886 0.0036  -0.16
6 C 0.3450 -0.1874 -1.0982  -0.38
7 C -2.1593 0.5186 1.1995  -0.25
8 C 0.4749 0.4633 1.2993  -0.03
9 C -0.8915 -0.1600 1.1302  -0.30
10 N -3.7617 2.0042 0.7520  0.00
11 N -2.5504 1.5665 0.3732  0.07
12 N -3.1438 0.4472 2.1067  0.08
13 N -4.0094 1.4202 1.8102  -0.07
14 N -0.8654 -1.4360 1.4529  0.20
15 O -0.9246 -0.1811 -0.8253  -0.06
16 H 4.1112 -0.2057 -1.6358  0.06
17 H 2.5706 -1.1419 -3.4160  0.09
18 H 3.1697 0.2877 0.6614  0.10
19 H 0.1152 -1.0003 -3.0166  0.11
20 H 0.8124 -0.1219 2.1637  0.13
21 H 0.5271 1.5871 1.4743  0.16
22 H -0.0635 -1.9081 1.0625  0.14
23 H -1.7749 -1.8408 1.5100  0.12
24 H -2.0590 1.6256 -0.5855  0.19

Calculated values
Gap between HOMO and LUMO, hartree: 0.3030
ΔE to the lowest compared entry with this formula, charge and spin, kJ/mol: 365.96
HOMO energy, eV: -8.240

---

What is the ΔE to the lowest compared entry with this formula, charge and spin in the first record?
455.42 kJ/mol

---

What is the ΔE to the lowest compared entry with this formula, charge and spin in the third record?
365.96 kJ/mol

---

Which formula does entry 3 have?
C9H9N5O

---

Repeat the second record exactly.
Density functional theory data (ωB97M-V/def2-TZVPD) for a cluster of 2 separate species, C10H17FN2P in total.

Each line ends with the Löwdin charge.
CARTESIAN COORDINATES (ANGSTROEM)
1 C 0.9878 1.6941 -3.3285  -0.09
2 C -0.1367 0.8890 -3.1616  -0.03
3 C 1.7480 2.0888 -2.2741  -0.06
4 C -0.4109 0.2432 -1.9022  -0.10
5 C 1.4270 1.4705 -1.0229  -0.09
6 C 0.3692 0.6060 -0.8473  -0.34
7 C 0.6656 -3.0433 -0.5442  -0.20
8 C -1.4890 -3.9332 -0.7412  -0.16
9 C 0.1004 2.4475 2.8652  -0.05
10 C -1.6800 2.4136 1.0063  -0.04
11 N -0.6569 -2.7885 -0.7986  -0.11
12 N -0.4472 1.8379 1.6576  -0.33
13 F 1.3591 0.0400 1.6952  -0.26
14 P -0.1334 0.2670 1.0642  1.14
15 H 1.2036 2.3159 -4.2443  0.14
16 H -0.6022 0.4640 -4.0437  0.11
17 H 2.6456 2.7377 -2.2903  0.13
18 H -1.1519 -0.5143 -2.0109  0.09
19 H 1.9940 1.7527 -0.0875  0.12
20 H 0.8647 -3.4425 0.4833  0.11
21 H 0.9940 -3.8008 -1.2693  0.10
22 H 1.1558 -2.0477 -0.6523  0.06
23 H -1.1854 -4.6349 0.0994  0.10
24 H -2.5183 -3.6092 -0.4970  0.08
25 H -1.4223 -4.4707 -1.7065  0.10
26 H -0.5999 3.0771 3.3487  0.08
27 H 0.7174 1.6894 3.4473  0.12
28 H 0.7723 3.2416 2.4815  0.12
29 H -2.6258 2.3006 1.4542  0.09
30 H -1.4810 3.4134 0.6200  0.11
31 H -1.5696 1.7936 0.0508  0.07

Calculated values
Gap between HOMO and LUMO (alpha / beta), hartree: 0.1903 / 0.3269
Charge: +1
ΔE to the lowest compared entry with this formula, charge and spin, kJ/mol: 161.85
HOMO energy (alpha / beta), eV: -11.972 / -12.355